1.
{
  "formula": "C5H17N2O",
  "method": "ωB97M-V/def2-TZVPD",
  "elements": ["C", "N", "C", "C", "C", "N", "C", "H", "H", "H", "H", "H", "H", "H", "H", "H", "H", "H", "H", "H", "H", "H", "H", "H", "O"],
  "xyz": [[1.761, 0.408, 0.107], [0.627, 0.693, 1.162], [-0.264, 1.772, 0.628], [-1.269, 2.580, 1.513], [1.358, -0.558, -1.061], [0.349, -1.597, -0.482], [0.189, -2.731, -1.406], [2.280, 1.337, -0.298], [2.564, -0.144, 0.671], [1.042, 0.894, 2.021], [0.343, 2.586, 0.074], [-0.789, 1.300, -0.241], [-1.933, 2.015, 2.244], [-2.107, 3.147, 0.892], [-0.697, 3.229, 2.278], [2.278, -1.175, -1.431], [0.940, 0.094, -1.965], [-0.581, -1.161, -0.219], [0.817, -1.920, 0.430], [1.055, -2.727, -2.010], [-0.783, -2.711, -2.117], [-0.128, -3.694, -0.923], [-2.058, 0.045, 0.580], [-2.826, 0.179, -0.667], [-2.111, -0.475, -0.346]],
  "total_charge": 1,
  "fmax_ev_per_a": 5.2,
  "e_lumo_ev": -2.79,
  "relative_energy_ev": 3.020
}

=====

2.
{
  "formula": "C5H9NO",
  "method": "ωB97M-V/def2-TZVPD",
  "elements": ["C", "C", "N", "C", "C", "C", "O", "H", "H", "H", "H", "H", "H", "H", "H", "H"],
  "xyz": [[-2.010, -0.370, -0.071], [-1.159, 0.621, 0.685], [-0.053, 0.219, 1.554], [0.244, 0.900, 0.296], [0.923, 0.102, -0.783], [2.270, -0.417, -0.542], [1.138, -1.277, -0.491], [-2.587, 0.153, -0.842], [-2.724, -0.864, 0.596], [-1.407, -1.142, -0.560], [-1.722, 1.454, 1.106], [0.152, -0.772, 1.414], [0.630, 1.913, 0.401], [0.615, 0.289, -1.812], [2.951, -0.604, -1.369], [2.739, -0.204, 0.418]],
  "total_charge": 0,
  "smiles": "C[C@H]1N[C@H]1[C@H]1CO1",
  "fmax_ev_per_a": 0.3,
  "e_lumo_ev": 1.14,
  "relative_energy_ev": 2.906
}

=====

3.
{
  "formula": "C9H11N2O2P",
  "method": "ωB97M-V/def2-TZVPD",
  "elements": ["C", "C", "C", "C", "C", "C", "C", "C", "C", "N", "N", "O", "O", "P", "H", "H", "H", "H", "H", "H", "H", "H", "H", "H", "H"],
  "xyz": [[-1.183, -2.341, 2.544], [0.190, -2.775, 2.344], [-1.712, -1.296, 1.739], [0.997, -2.140, 1.439], [-0.925, -0.921, 0.602], [0.571, -1.046, 0.636], [-1.435, -0.121, -0.346], [-0.647, 3.055, -0.612], [0.864, 0.737, -2.732], [1.288, -0.429, -0.290], [0.419, 2.222, -0.185], [-1.979, 0.467, -1.187], [2.822, 1.508, -0.830], [1.381, 1.288, -1.000], [-1.853, -2.653, 3.370], [0.515, -3.507, 2.993], [-2.732, -1.073, 1.814], [2.031, -2.277, 1.360], [-0.811, 3.021, -1.675], [-1.582, 2.800, -0.134], [-0.306, 4.123, -0.220], [-0.209, 1.131, -2.934], [1.401, 1.282, -3.579], [0.708, -0.335, -2.690], [2.186, -0.721, -0.427]],
  "total_charge": 0,
  "fmax_ev_per_a": 4.4,
  "e_lumo_ev": -1.53,
  "relative_energy_ev": 2.115
}

=====

4.
{
  "formula": "C3H9N2O2",
  "method": "ωB97M-V/def2-TZVPD",
  "elements": ["C", "C", "C", "N", "N", "O", "O", "H", "H", "H", "H", "H", "H", "H", "H", "H"],
  "xyz": [[0.098, 0.967, 0.546], [-0.384, -0.500, 0.308], [1.233, 1.355, -0.360], [0.219, -1.498, 1.002], [-0.784, -0.869, -1.068], [-1.230, 1.551, 0.580], [-1.958, 0.288, 0.614], [0.447, 1.080, 1.563], [0.963, 1.722, -1.350], [1.672, 0.384, -0.492], [1.909, 2.049, 0.076], [-0.242, -2.372, 0.929], [0.914, -1.427, 1.689], [-0.396, -1.756, -1.295], [-0.622, -0.159, -1.821], [-1.839, -0.815, -0.920]],
  "total_charge": 1,
  "fmax_ev_per_a": 8.2,
  "s_squared": 2.01,
  "multiplicity": 3,
  "e_lumo_ev": [-3.67, -6.85],
  "relative_energy_ev": 3.216
}

=====

5.
{
  "formula": "C4H8O2",
  "method": "ωB97M-V/def2-TZVPD",
  "elements": ["C", "C", "C", "O", "C", "O", "H", "H", "H", "H", "H", "H", "H", "H"],
  "xyz": [[-1.563, -0.548, 0.027], [-0.175, 0.053, 0.110], [1.003, -0.894, -0.040], [2.204, -0.241, -0.377], [-0.028, 1.471, -0.207], [0.066, 1.015, 1.142], [-1.569, -1.619, 0.242], [-1.976, -0.411, -0.977], [-2.224, -0.052, 0.740], [0.812, -1.634, -0.822], [1.103, -1.438, 0.915], [2.369, 0.405, 0.323], [-0.918, 2.059, -0.432], [0.895, 1.835, -0.645]],
  "total_charge": 0,
  "smiles": "C[C@@]1(CO)CO1",
  "fmax_ev_per_a": 0.3,
  "e_lumo_ev": 0.94,
  "relative_energy_ev": 1.958
}

=====

6.
{
  "formula": "C2H4ClFO2S",
  "method": "ωB97M-V/def2-TZVPD",
  "elements": ["C", "C", "F", "S", "O", "O", "Cl", "H", "H", "H", "H"],
  "xyz": [[-1.031, -0.768, 0.664], [-0.611, 0.602, 0.289], [-1.305, 1.228, -0.663], [1.462, 0.337, -0.505], [2.326, 1.397, -0.156], [1.931, -0.996, -0.162], [0.999, 0.277, -2.488], [-2.098, -0.750, 0.932], [-1.092, -1.538, -0.254], [-0.336, -1.102, 1.363], [-0.244, 1.313, 0.979]],
  "total_charge": 0,
  "smiles": "C[C@H](F)S(=O)(=O)Cl",
  "fmax_ev_per_a": 4.1,
  "e_lumo_ev": -0.35,
  "relative_energy_ev": 0.673
}

=====

7.
{
  "formula": "C7H15NO",
  "method": "ωB97M-V/def2-TZVPD",
  "elements": ["C", "C", "N", "C", "C", "O", "C", "C", "C", "H", "H", "H", "H", "H", "H", "H", "H", "H", "H", "H", "H", "H", "H", "H"],
  "xyz": [[2.766, -1.318, 0.266], [1.854, -0.394, -0.471], [0.575, -0.515, 0.215], [-0.770, -0.478, -0.432], [-1.719, -1.378, 0.239], [-3.090, -1.323, -0.388], [-0.222, 0.863, 0.117], [-0.263, 1.905, -1.092], [-0.764, 1.582, 1.345], [2.768, -0.978, 1.348], [3.908, -1.513, 0.002], [2.288, -2.280, 0.266], [1.822, -0.670, -1.638], [2.186, 0.643, -0.565], [-0.830, -0.485, -1.515], [-1.341, -2.368, 0.220], [-1.753, -1.027, 1.297], [-3.517, -2.056, 0.085], [-1.292, 2.048, -1.406], [0.121, 2.841, -0.721], [0.174, 1.512, -2.025], [-1.821, 1.762, 1.012], [-0.222, 2.557, 1.528], [-0.858, 1.070, 2.312]],
  "total_charge": 0,
  "smiles": "CCN1[C@@H](CO)C1(C)C",
  "fmax_ev_per_a": 4.2,
  "e_lumo_ev": 0.89,
  "relative_energy_ev": 3.846
}